## i
Formula: C5H29N2O8
Source: OMol25
Level of theory: ωB97M-V with the def2-TZVPD basis set

XYZ file:
```
44
Properties=species:S:1:pos:R:3
H 0.06 -2.74 2.81
H 0.76 -1.41 -3.22
O -4.53 -0.31 0.68
H 1.48 -3.40 -0.03
O 1.07 0.82 2.50
H -2.41 0.77 1.53
H -2.95 0.58 -1.69
O 1.59 3.56 0.73
H 1.94 2.76 0.43
H 2.01 4.24 0.32
H -1.83 0.95 -3.87
H 0.07 -1.25 0.86
H -3.90 -1.39 2.29
H -1.35 -0.52 2.04
C -1.64 -0.37 -0.10
C -2.20 -0.23 1.19
C -3.47 -1.09 1.28
H 1.89 0.75 3.05
H -0.97 2.50 -3.23
H 0.04 1.49 -1.60
H 2.92 1.78 -1.25
C -1.91 0.89 -1.14
C -0.95 1.41 -3.44
H 3.12 -1.12 0.65
H 0.31 -1.19 -0.77
N -0.06 -0.64 0.02
O 0.69 -2.09 2.49
H 1.80 -2.37 -1.17
H 1.25 -0.17 -2.44
H -1.95 -1.34 -0.69
O 2.38 1.31 -0.66
H 4.48 -0.60 0.35
O 3.62 -0.28 0.74
H -2.02 2.06 -0.75
O 1.99 -2.62 -0.21
H 0.41 0.20 0.20
H 2.78 0.57 -0.25
H -3.20 -2.18 1.00
H -4.38 0.07 -0.20
N -0.71 0.91 -2.03
O 1.26 -1.15 -2.37
H 0.64 -1.24 2.92
H 0.80 1.77 2.72
H 0.00 1.09 -3.91
```

## Properties
Multiplicity: 1
LUMO (hartree): -0.0985
E_HOMO (eV): -12.3224
HOMO-LUMO gap (eV): 9.641
Total charge: +1


## ii
Formula: C5H29N2O8
Source: OMol25
Level of theory: ωB97M-V with the def2-TZVPD basis set

XYZ file:
```
44
Properties=species:S:1:pos:R:3
O 1.62 3.18 -0.53
H -3.12 -1.53 0.45
H -1.43 1.86 1.13
H 2.67 1.78 -1.86
H -1.84 -3.39 0.84
H -0.06 -2.31 -0.57
C -1.24 -2.37 1.04
H 2.57 1.51 1.40
H -0.53 -0.38 4.59
H 2.62 0.34 -2.44
H 0.51 -2.44 -3.27
H 0.02 2.02 -0.03
O -0.76 -0.39 3.66
C 1.16 -1.71 1.07
H 1.56 -1.08 -3.10
H -2.92 2.47 1.63
O 2.85 0.92 -1.65
H 1.89 3.15 0.23
H -1.17 -0.82 -3.90
H -1.72 0.63 -4.23
N -1.62 -0.69 -0.77
H 2.14 -1.97 0.53
C 1.02 -0.16 1.29
H 3.35 -0.19 1.42
H -1.06 -2.20 2.21
H 1.65 4.05 -0.88
H 1.35 -2.24 2.08
O 0.71 -1.52 -3.21
H -1.22 0.36 3.28
H -0.62 -0.58 -0.75
H -1.90 0.27 -0.95
C 2.50 0.36 1.58
O -0.83 2.24 -0.30
N 0.06 -2.54 0.40
H 2.74 0.30 2.66
O 0.58 0.38 -0.12
O -2.33 1.66 1.71
H -2.31 -0.37 1.29
O -1.68 -0.07 -3.52
C -2.14 -1.24 0.55
H 0.32 0.23 1.90
H 1.41 0.68 -0.63
H -1.85 -1.28 -1.55
H -1.03 3.13 -0.55
```

## Properties
Multiplicity: 1
LUMO (hartree): -0.1020
E_HOMO (eV): -12.0615
HOMO-LUMO gap (eV): 9.286
Total charge: +1


Out of the structures above, which one is the most stable? Solution: i.